# 1
The following is a DFT calculation (ωB97M-V/def2-TZVPD) of a cluster of 3 separate species, C6H14O in total in a non-equilibrium geometry.

The geometry in XYZ format:
```
21
Properties=species:S:1:pos:R:3:forces:R:3:mulliken_charge:R:1
C 2.245397 0.416662 0.591939 1.3332 -1.4659 0.5835 0.041
O 3.456164 0.101359 0.700234 -2.2927 0.6286 -0.2137 -0.554
C 1.155122 -0.425507 0.155428 -0.1310 2.3284 1.2339 -0.798
C -0.188020 0.198293 -0.044673 0.0061 -4.3391 -2.3204 1.811
C -0.549614 0.385655 -1.526728 -0.3142 -0.5237 -0.0424 -1.433
C -1.285701 -0.433850 0.810195 -0.1538 0.1798 0.5316 -0.422
C -2.609372 0.306937 0.867262 -0.7566 0.7057 -0.2630 -1.151
H 1.391866 -1.397205 -0.221033 0.1850 -0.1036 -1.3188 0.346
H 1.922634 1.471227 0.761869 0.2027 0.0772 -0.0723 0.261
H 4.029304 -2.745485 -1.280954 0.0098 -0.1149 -0.0695 0.209
H -0.198761 2.153980 0.633492 0.4641 -0.7270 -0.0175 0.293
H 3.801043 -2.092382 -1.019290 -0.0008 0.1293 0.0861 -0.222
H -0.028237 1.254311 0.394607 -0.0023 2.7353 1.1014 -1.155
H -0.749272 -0.574214 -2.031905 0.1350 0.1092 0.3464 0.377
H -1.455536 0.991540 -1.684571 0.3904 -0.0760 0.1416 0.359
H 0.307583 0.831701 -2.023390 -0.1381 0.1835 -0.1548 0.409
H -1.476516 -1.487997 0.427555 0.5395 1.2348 0.2718 0.312
H -0.842516 -0.526606 1.808689 -0.2927 -0.2202 -0.0090 0.367
H -2.552287 1.318202 1.317516 0.3649 -0.4012 -0.1100 0.302
H -3.045617 0.486507 -0.148621 0.2024 -0.4699 0.8421 0.291
H -3.327669 -0.233130 1.512386 0.2491 0.1300 -0.5469 0.358
```
Positions in Å, forces in eV/Å.

## Properties
- orbital gap (eV) = 5.074
- multiplicity = 1
- E_HOMO (hartree) = -0.278
- E_LUMO (eV) = -2.5
- electronic energy (hartree) = -311.981635


# 2
The following is a DFT calculation (ωB97M-V/def2-TZVPD) of a structure of composition C35H37AsNPScSe4 in a non-equilibrium geometry.

The geometry in XYZ format:
```
80
Properties=species:S:1:pos:R:3:forces:R:3:mulliken_charge:R:1
Sc -0.295262 -0.105392 0.240942 -0.7048 0.4404 -1.2742 -0.329
Se -0.034489 -0.918334 -2.320830 0.0243 -0.2386 0.5964 -0.343
Se -2.179397 0.028012 -2.495662 0.2509 0.4767 -0.5577 -0.147
Se -3.235981 -0.719873 -0.616928 0.0538 -0.2884 0.6356 -0.135
Se -2.621128 0.786467 1.080890 0.2690 0.1292 -0.0547 -0.406
C 1.350919 2.411133 -3.053676 -1.0241 0.3421 -0.2625 -0.626
N 2.725984 2.025170 -2.698435 0.2776 0.3075 0.0764 0.196
C 3.324620 1.221275 -3.773697 0.3648 -0.4398 -0.5968 -0.775
C 2.771700 1.291369 -1.396716 -0.2017 -0.4095 0.9623 -1.175
C 2.201460 2.132089 -0.273388 -0.3010 -0.3469 -0.0690 1.028
C 2.966366 3.211828 0.164662 -0.0462 -0.2080 -0.1174 -0.435
C 2.507766 4.041286 1.168553 -0.0928 0.0852 0.0890 -0.902
C 1.259615 3.797146 1.713767 -0.0628 -0.0078 0.0294 -0.810
C 0.499906 2.721273 1.277192 -0.1785 -0.3033 -0.1475 -0.263
C 0.935885 1.818224 0.278538 0.1309 0.0517 0.3405 0.959
H 1.356941 3.055378 -3.929989 0.1916 0.0291 -0.0014 0.403
H 0.875469 2.929695 -2.219682 0.1669 -0.0964 -0.0951 0.292
H 0.782148 1.506936 -3.280442 0.1523 0.0733 0.1494 0.171
H 3.277389 2.883164 -2.570106 -0.1683 -0.2125 -0.0491 0.427
H 2.749706 0.301018 -3.883339 -0.0425 0.1063 0.0774 0.331
H 4.355887 0.970106 -3.536480 -0.0093 0.0646 0.1315 0.341
H 3.301479 1.769192 -4.712863 -0.0651 0.0783 0.0519 0.367
H 3.817424 1.041851 -1.204904 0.0261 0.0326 -0.1598 0.544
H 2.191136 0.363075 -1.518318 0.2321 0.4236 -0.1144 -0.069
H 3.944151 3.390434 -0.263860 0.1885 0.0297 -0.0654 0.419
H 3.109142 4.864011 1.523163 0.0722 0.0860 0.0027 0.406
H 0.872865 4.437417 2.492811 -0.0198 0.0907 0.0584 0.442
H -0.480489 2.598049 1.745728 0.2469 -0.0828 -0.1478 0.100
C 2.303271 -3.598960 1.357264 0.1649 0.1840 -0.4904 -0.714
C 1.956397 -4.363732 2.615221 0.1586 -0.1170 0.0658 -1.480
As 2.986012 -6.073037 2.817661 -0.1941 0.2604 -0.1636 0.245
C 2.830805 -6.582345 0.921874 0.0298 -0.0628 0.1376 -0.247
C 3.857203 -6.527299 -0.010515 0.1925 0.0990 0.1890 0.322
C 3.635771 -6.903411 -1.325860 -0.0030 -0.0033 -0.1104 -0.769
C 2.380992 -7.330924 -1.726338 -0.0083 0.0056 -0.0851 -0.441
C 1.347225 -7.389249 -0.804843 -0.0830 0.0096 -0.0774 -0.748
C 1.575733 -7.024477 0.509471 -0.0340 0.0482 0.3189 -0.143
C 4.808094 -5.360849 2.854120 -0.0184 -0.1053 0.0121 0.338
C 5.139149 -4.051261 3.179600 -0.2763 0.0848 0.0161 -0.224
C 6.463299 -3.653204 3.261116 0.1019 0.0817 0.0232 -0.750
C 7.480348 -4.564880 3.036341 0.0376 0.0399 -0.0019 -0.450
C 7.166487 -5.882690 2.745806 0.0948 -0.0297 -0.0222 -0.630
C 5.843412 -6.274331 2.662137 -0.2586 -0.1570 -0.0133 -0.399
P 1.299220 -2.068665 1.105507 -0.1606 -0.6681 0.8259 0.850
C 1.532655 -1.151452 2.670517 -0.0759 0.1078 -0.4093 1.709
C 2.367443 -0.039462 2.539931 0.0552 -0.1366 -0.1469 -1.254
C 2.628693 0.783449 3.617493 0.1139 0.0915 0.1717 -0.663
C 2.058475 0.500782 4.848250 0.0925 0.0819 -0.1384 -0.687
C 1.259213 -0.621131 4.999234 -0.1110 -0.1684 0.0291 -0.952
C 0.996524 -1.450744 3.921211 -0.0616 0.0512 0.1676 -0.527
C -0.411921 -2.773341 1.179494 -0.0902 0.5999 0.2199 0.880
C -1.435036 -2.279421 2.007339 0.4839 -0.2061 0.1967 0.168
C -2.689827 -2.880475 1.989234 -0.0557 -0.0871 -0.0466 -0.957
C -2.946170 -3.946025 1.139930 0.0442 0.2585 0.2334 -0.597
C -1.960867 -4.390664 0.269556 0.2843 0.0295 -0.0382 -0.757
C -0.708065 -3.803647 0.277047 -0.0850 0.0093 -0.0213 -1.218
H 2.148644 -4.215488 0.465458 0.1070 0.0789 0.0835 0.427
H 3.348127 -3.273629 1.353025 -0.0599 -0.0883 -0.0742 0.920
H 0.893782 -4.626434 2.619795 0.1319 -0.0939 0.0635 0.487
H 2.151577 -3.766976 3.509193 -0.0145 -0.0974 -0.0286 0.516
H 4.840858 -6.190443 0.292285 0.0045 0.0180 -0.0540 0.385
H 4.444937 -6.859778 -2.041907 0.0428 -0.0037 -0.0152 0.419
H 2.208500 -7.622515 -2.751903 -0.0074 -0.0267 -0.0695 0.411
H 0.366568 -7.725525 -1.111368 -0.0509 -0.0401 -0.0022 0.429
H 0.772454 -7.084350 1.237543 -0.0603 -0.0465 -0.0532 0.385
H 4.365287 -3.322970 3.393627 -0.0245 0.0206 -0.0256 0.417
H 6.700632 -2.627371 3.508773 0.0048 0.0333 0.0255 0.407
H 8.512322 -4.253310 3.099482 0.0746 0.0155 0.0152 0.388
H 7.954048 -6.605887 2.592407 0.0446 -0.0559 -0.0161 0.398
H 5.595149 -7.309745 2.452470 0.1085 -0.0180 -0.0181 0.447
H 2.824654 0.159174 1.576478 -0.0656 0.1278 0.0794 0.577
H 3.268041 1.643905 3.491350 0.0489 0.0839 0.0097 0.484
H 2.240834 1.151137 5.689635 0.0230 0.0493 0.0946 0.443
H 0.834229 -0.851078 5.964155 -0.0458 -0.0337 0.0904 0.450
H 0.376058 -2.323801 4.060782 -0.0672 -0.0218 -0.0108 0.474
H -1.246760 -1.474098 2.721616 -0.0806 -0.2965 -0.2707 0.369
H -3.459057 -2.514567 2.655362 -0.0337 0.0228 -0.0072 0.458
H -3.911834 -4.427333 1.156471 -0.1053 -0.0111 -0.0336 0.409
H -2.166126 -5.198285 -0.415516 -0.0159 -0.0912 -0.0712 0.524
H 0.054257 -4.155451 -0.407488 -0.0285 -0.0399 -0.0415 0.460
```
Positions in Å, forces in eV/Å.

## Properties
- orbital gap (eV) = 7.172
- multiplicity = 1
- charge = +1
- E_HOMO (hartree) = -0.365
- E_LUMO (eV) = -2.8
- electronic energy (hartree) = -14354.098322


Question: What is the formula in the first record?
Answer: C6H14O


Question: What is the formula in the second record?
Answer: C35H37AsNPScSe4